Record 1
{"formula": "C6H16N2", "method": "wB97M-V/def2-TZVPD", "species": ["C", "N", "C", "C", "C", "C", "C", "N", "H", "H", "H", "H", "H", "H", "H", "H", "H", "H", "H", "H", "H", "H", "H", "H"], "xyz": [[-0.59678, -1.34856, 2.40723], [-0.59656, -0.17886, 1.54600], [0.00090, -0.31419, 0.23617], [-0.95543, 0.21349, -0.84219], [-0.36785, -0.03702, -2.25736], [-1.34925, 1.69699, -0.62028], [1.43119, 0.30805, 0.17297], [2.38304, -0.59063, -0.52158], [-1.54454, -1.43887, 2.98500], [0.12450, -1.21323, 3.24114], [-0.41582, -2.32335, 1.96598], [-0.40851, 0.71433, 1.96528], [0.17312, -1.38501, 0.05352], [-1.95368, -0.30936, -0.79987], [-1.09765, -0.25487, -3.01656], [0.08119, 0.88549, -2.62169], [0.26168, -0.92746, -2.29221], [-2.37746, 1.96477, -0.80819], [-0.69078, 2.26528, -1.31696], [-1.18462, 1.98708, 0.41853], [1.41386, 1.24501, -0.39837], [1.80230, 0.42235, 1.18525], [3.19671, -0.05566, -0.79328], [2.67046, -1.32577, 0.11146]], "nbo_charge": [-0.408, -0.660, -0.047, -0.214, -0.625, -0.611, -0.238, -0.842, 0.187, 0.170, 0.203, 0.367, 0.197, 0.208, 0.209, 0.196, 0.227, 0.216, 0.194, 0.201, 0.192, 0.174, 0.356, 0.349], "homo_energy_ev": -8.209, "lumo_energy_ev": 1.040, "max_force_ev_per_a": 2.6, "homo_lumo_gap_ev": 9.25, "charge": 0, "smiles": "CN[C@H](CN)C(C)C"}

***

Record 2
{"formula": "C17H36F6MoN2O7P", "method": "wB97M-V/def2-TZVPD", "species": ["Mo", "C", "C", "O", "C", "C", "O", "C", "C", "O", "C", "C", "O", "C", "C", "O", "C", "C", "O", "H", "H", "H", "H", "H", "H", "H", "H", "H", "H", "H", "H", "H", "H", "H", "H", "H", "H", "H", "H", "H", "H", "H", "H", "F", "P", "F", "F", "F", "F", "F", "C", "N", "C", "C", "O", "N", "C", "C", "H", "H", "H", "H", "H", "H", "H", "H", "H", "H", "H", "H"], "xyz": [[-0.20091, -0.25981, 0.31281], [1.93313, -1.54294, -1.56117], [1.14629, -0.47041, -2.28934], [-0.21783, -0.50762, -1.77018], [-1.07858, -1.57305, -2.29812], [-1.08999, -2.71926, -1.30314], [-1.20644, -2.12671, 0.04009], [-2.50794, -2.31196, 0.70536], [-3.27997, -1.04916, 0.42143], [-2.36868, 0.04119, 0.70433], [-2.55577, 0.71775, 1.98356], [-1.67681, 0.04672, 3.01495], [-0.33326, -0.12944, 2.41145], [0.80205, 0.31416, 3.25966], [1.72412, 1.12116, 2.37795], [1.92114, 0.37192, 1.15678], [2.94461, -0.65416, 1.26056], [2.28539, -1.95771, 0.86045], [1.35931, -1.59602, -0.20699], [2.98485, -1.26824, -1.49509], [1.84767, -2.54078, -1.98860], [1.13250, -0.61817, -3.36797], [1.49298, 0.53949, -2.07312], [-0.70022, -1.88069, -3.27203], [-2.06020, -1.12398, -2.42954], [-0.18602, -3.32076, -1.30521], [-1.94237, -3.37333, -1.47581], [-2.28360, -2.45254, 1.75955], [-2.98047, -3.21481, 0.32577], [-4.17699, -0.95378, 1.03096], [-3.55994, -0.95818, -0.62652], [-3.60805, 0.66340, 2.25759], [-2.28290, 1.75463, 1.81798], [-2.02873, -0.93151, 3.33550], [-1.57784, 0.68400, 3.89050], [1.26040, -0.57948, 3.68169], [0.40736, 0.92627, 4.06670], [2.68451, 1.30574, 2.85773], [1.28860, 2.07280, 2.09607], [3.32889, -0.70871, 2.27825], [3.76002, -0.37166, 0.59624], [1.67750, -2.39777, 1.65095], [2.98261, -2.70696, 0.48856], [-0.29684, 1.53698, 0.36625], [-0.56092, 4.54891, 2.09827], [-1.89801, 4.18238, 1.31988], [-1.14376, 5.86182, 2.58805], [0.79880, 4.77099, 2.84944], [-0.75310, 3.21312, 2.92003], [0.20296, 4.50190, 0.74006], [1.90149, 5.71198, -4.12433], [1.61996, 4.79686, -3.04530], [2.69763, 4.45691, -2.16118], [0.35264, 4.02960, -2.92124], [0.45611, 2.91546, -2.43632], [-0.73403, 4.61496, -3.41249], [-1.93739, 3.79643, -3.57111], [-0.94518, 6.05544, -3.60578], [2.94476, 5.59982, -4.42250], [1.78035, 6.74157, -3.76207], [1.23585, 5.54159, -4.96512], [3.17368, 5.38253, -1.82353], [3.45615, 3.90418, -2.72860], [2.33120, 3.86204, -1.33388], [-1.67258, 2.74590, -3.52829], [-2.38170, 4.02487, -4.53900], [-2.65701, 4.03550, -2.78766], [-0.26299, 6.64330, -3.00004], [-1.95451, 6.28268, -3.26776], [-0.86938, 6.33234, -4.65640]], "nbo_charge": [1.909, -0.108, -0.110, -0.503, -0.112, -0.101, -0.537, -0.094, -0.103, -0.535, -0.110, -0.102, -0.537, -0.098, -0.098, -0.534, -0.114, -0.095, -0.535, 0.249, 0.239, 0.261, 0.247, 0.260, 0.240, 0.237, 0.262, 0.228, 0.261, 0.261, 0.228, 0.257, 0.255, 0.229, 0.256, 0.231, 0.254, 0.255, 0.232, 0.246, 0.234, 0.228, 0.264, -0.410, 2.696, -0.563, -0.483, -0.543, -0.559, -0.537, -0.473, -0.016, -0.464, 0.764, -0.639, -0.367, -0.415, -0.427, 0.274, 0.292, 0.264, 0.280, 0.274, 0.246, 0.222, 0.248, 0.226, 0.218, 0.254, 0.239], "homo_energy_ev": [-20.226, -20.023], "lumo_energy_ev": [-14.034, -14.035], "max_force_ev_per_a": 1.3, "homo_lumo_gap_ev": [6.19, 5.99], "charge": 4, "multiplicity": 2}

***

Record 3
{"formula": "C3H14N2O2", "method": "wB97M-V/def2-TZVPD", "species": ["N", "C", "C", "C", "N", "H", "H", "H", "H", "H", "H", "H", "H", "H", "H", "H", "H", "O", "H", "H", "O"], "xyz": [[2.20063, -0.29953, 0.01956], [1.05257, -0.97794, 0.60909], [-0.23262, -0.74631, -0.26592], [-1.43281, -1.33659, 0.43433], [-2.15001, -0.38280, 1.32294], [2.62698, -0.51948, -0.86093], [2.44981, 0.55200, 0.51206], [1.29237, -2.06392, 0.75546], [0.82758, -0.54125, 1.59179], [-0.02887, -1.14595, -1.26199], [-0.38576, 0.29772, -0.46241], [-2.29374, -1.50835, -0.34749], [-1.13574, -2.30966, 0.82414], [-1.43469, 0.00422, 1.94776], [-2.61200, -0.98602, 2.01377], [-0.48038, 2.15201, 0.76016], [-1.70116, 2.11033, 1.43614], [-1.06153, 2.80309, 1.20049], [1.41266, 1.44873, -4.15907], [1.30010, 2.06554, -2.79651], [1.78661, 1.38413, -3.27338]], "nbo_charge": [-0.899, -0.204, -0.426, -0.232, -0.825, 0.394, 0.375, 0.181, 0.178, 0.216, 0.191, 0.188, 0.178, 0.328, 0.357, 0.455, 0.471, -0.927, 0.467, 0.469, -0.935], "homo_energy_ev": -8.673, "lumo_energy_ev": 0.722, "max_force_ev_per_a": 4.1, "homo_lumo_gap_ev": 9.40, "charge": 0, "smiles": "NCCCN.O.O"}